# 1
Computed, not measured: C47H41N2O3PSScTe5 as an isolated structure, with ωB97M-V/def2-TZVPD.

Spin multiplicity = 2
Net charge = -2
E = -4991.00709 Ha
HOMO level (spin up / spin down) = -0.9 / -0.8 eV

Cartesian coordinates (Å):
Sc: 0.4594 -0.6236 0.0349
O: -0.4185 -0.5415 1.7042
C: -1.4234 0.2391 1.7533
C: -2.3302 0.3461 2.9049
C: -2.2369 0.4170 4.2815
C: -3.4168 0.6667 4.9786
C: -4.6338 0.7850 4.3297
C: -4.7248 0.6875 2.9371
C: -3.5534 0.5426 2.2418
P: -2.9841 0.3109 0.4920
C: -4.7878 0.1432 -0.1646
C: -5.6458 1.2352 -0.2478
C: -6.9526 1.0710 -0.6669
C: -7.4390 -0.1942 -0.9568
C: -6.6036 -1.2906 -0.8352
C: -5.2826 -1.1146 -0.4622
C: -2.8340 2.0269 -0.1188
C: -3.0097 2.2327 -1.4847
C: -2.9820 3.5089 -2.0130
C: -2.7930 4.5981 -1.1750
C: -2.6052 4.4019 0.1835
C: -2.6144 3.1197 0.7113
H: -1.2950 0.3037 4.8012
H: -3.3742 0.7457 6.0567
H: -5.5292 0.9770 4.9084
H: -5.6793 0.7575 2.4321
H: -5.2914 2.2246 0.0117
H: -7.5990 1.9366 -0.7457
H: -8.4666 -0.3195 -1.2750
H: -6.9724 -2.2928 -1.0073
H: -4.6376 -1.9805 -0.3934
H: -3.1943 1.3749 -2.1253
H: -3.1289 3.6503 -3.0768
H: -2.7814 5.5949 -1.5900
H: -2.4567 5.2498 0.8367
H: -2.4780 2.9714 1.7739
O: -0.1635 1.0838 -0.6752
N: 0.1845 1.8770 -1.7226
C: 0.0202 3.2047 -1.6023
C: 0.4642 4.0492 -2.5781
C: 1.0363 3.5104 -3.7346
C: 1.2503 2.1602 -3.8003
C: 0.9378 1.3405 -2.7113
S: 1.5396 -0.2359 -2.5246
H: -0.4383 3.5182 -0.6782
H: 0.3688 5.1114 -2.4365
H: 1.3611 4.1525 -4.5385
H: 1.7693 1.6919 -4.6236
Te: 2.9973 1.2787 -1.3574
Te: 6.4840 3.7446 1.2921
Te: 4.3361 2.2477 0.8367
Te: 2.2732 0.7664 0.8241
C: -7.6334 -5.9124 0.7617
C: -6.2571 -5.3459 0.5519
C: -5.7334 -4.3920 1.4084
C: -4.4726 -3.8554 1.1974
C: -3.9225 -2.8939 2.2020
C: -3.7033 -4.2334 0.0970
Te: -1.8559 -3.1121 -0.2739
N: 0.1194 -2.2484 -1.0490
C: 1.1717 -2.6830 -0.4914
O: 2.0048 -1.8443 0.0583
C: 1.5734 -4.0990 -0.4107
C: 2.4295 -4.6224 -1.3623
C: 2.8243 -5.9439 -1.2686
C: 2.3725 -6.7186 -0.2131
C: 1.5303 -6.1847 0.7482
C: 1.1340 -4.8624 0.6570
C: -1.6686 -3.6031 -2.3588
C: -0.7002 -4.5447 -2.6849
C: -0.2904 -4.7431 -3.9873
C: -0.8572 -3.9969 -5.0071
C: -1.8256 -3.0615 -4.6987
C: -2.2348 -2.8491 -3.3862
C: -3.2798 -1.8111 -3.1083
C: -4.1714 -5.2914 -0.6782
C: -3.3076 -5.9397 -1.7161
C: -5.4401 -5.8126 -0.4653
H: -8.2581 -5.2017 1.3008
H: -7.5942 -6.8351 1.3476
H: -8.1038 -6.1445 -0.1942
H: -6.3181 -4.0547 2.2549
H: -4.7090 -2.4636 2.8192
H: -3.3984 -2.0692 1.7109
H: -3.2138 -3.4038 2.8598
H: 2.7635 -4.0029 -2.1847
H: 3.4901 -6.3560 -2.0159
H: 2.6780 -7.7515 -0.1428
H: 1.1910 -6.7875 1.5798
H: 0.4787 -4.4252 1.4059
H: -0.2337 -5.1124 -1.8874
H: 0.4817 -5.4708 -4.1966
H: -0.5393 -4.1369 -6.0319
H: -2.2622 -2.4572 -5.4863
H: -3.4960 -1.2134 -3.9956
H: -2.9514 -1.1378 -2.3093
H: -4.2106 -2.2765 -2.7798
H: -2.2832 -6.0214 -1.3567
H: -3.2964 -5.3621 -2.6401
H: -3.6659 -6.9425 -1.9508
H: -5.8004 -6.6123 -1.1036

# 2
Computed, not measured: a 2-piece molecular cluster, C2H4IN3 overall, with ωB97M-V/def2-TZVPD.

E = -540.40303 Ha
HOMO level = -8.7 eV

Cartesian coordinates (Å):
C: 1.1272 -0.8376 0.4005
C: -1.0931 0.1316 -0.8427
N: 2.0222 -1.5010 -0.0461
N: -1.4506 2.4549 -0.7397
N: -1.1646 1.2555 -0.5200
I: -0.1958 -1.4229 2.1058
H: 0.7568 0.1221 0.0600
H: -1.1831 -0.9173 -0.7058
H: 2.3817 -2.4337 0.2995
H: -1.2006 3.1485 -0.0114

# 3
Computed, not measured: an isolated ion of composition C7H12N3 and charge +1, with ωB97M-V/def2-TZVPD.

Net charge = +1
E = -437.81592 Ha
HOMO level = -13.3 eV

Cartesian coordinates (Å):
C: -0.8286 -1.5659 0.1952
C: 1.6044 -1.5856 0.1062
C: -1.0704 -0.3337 0.0952
C: 0.9240 0.5725 0.0334
C: -3.4258 -0.1964 -0.1861
C: 3.2707 0.2350 -0.1538
C: -2.1386 0.6813 -0.0148
N: 0.4278 -2.1202 0.2337
N: 1.9583 -0.2910 0.0350
N: 0.9943 1.8663 -0.0299
H: -1.6727 -2.2481 0.3380
H: 2.3354 -2.3365 0.2452
H: -4.1769 0.4427 -0.5476
H: -3.6902 -0.6486 0.7998
H: -3.0782 -0.9964 -0.9242
H: 3.1075 1.2632 -0.5465
H: 3.8280 0.3216 0.8766
H: 3.9179 -0.3812 -0.7189
H: -2.2039 1.2446 0.9145
H: -1.9863 1.1900 -0.9285
H: 0.1291 2.4569 -0.2125
H: 1.7742 2.4298 0.3903

# 4
Computed, not measured: a 2-piece molecular cluster, ClH2O2PS overall, with ωB97M-V/def2-TZVPD.

E = -1351.45741 Ha
Structure (SMILES) = O=P(=S)Cl.O
HOMO level = -10.4 eV

Cartesian coordinates (Å):
O: -0.1717 -1.7863 -0.1597
P: -0.2800 -0.7007 -1.1210
S: -1.5900 0.6356 -1.4711
Cl: 1.4327 -0.2435 -2.0388
O: 0.3806 0.9444 1.4595
H: 0.7702 0.2450 1.9880
H: -0.5419 0.9055 1.3430

# 5
Computed, not measured: C20H14NO5PdS3 as an isolated structure, with ωB97M-V/def2-TZVPD.

Net charge = +1
E = -2523.69717 Ha
HOMO level = -11.3 eV

Cartesian coordinates (Å):
Pd: -0.3526 -0.5319 1.3655
O: 2.9471 0.8732 -1.3629
C: 1.7626 0.7455 -0.7660
O: 0.8988 -0.0130 -1.0916
C: 1.6433 1.6745 0.4196
C: 2.6308 2.5756 0.7833
C: 2.4050 3.3868 1.8803
C: 1.2004 3.2960 2.5615
C: 0.2754 2.3700 2.1169
N: 0.5055 1.5744 1.0854
C: -1.0624 2.0925 2.7648
O: -1.6782 3.0740 3.4021
O: -1.5688 0.9988 2.7077
H: 2.9834 0.2399 -2.0975
H: 3.5545 2.6240 0.2234
H: 3.1622 4.0881 2.2059
H: 1.0049 3.9181 3.4271
H: -1.2109 3.9154 3.3066
O: 1.3496 -1.3613 1.1103
C: 1.6092 -2.2801 2.1573
C: 0.4641 -2.0290 3.1303
C: -0.8682 -2.2396 2.7639
C: -1.7841 -1.9003 3.8171
C: -1.1413 -1.4592 4.9156
S: 0.5734 -1.4239 4.7136
C: 1.4867 -3.7022 1.6478
C: 1.0497 -4.0683 0.4145
C: 0.9041 -5.4856 0.2784
C: 1.2141 -6.1495 1.4205
S: 1.6987 -5.0745 2.6632
C: 2.9856 -1.9747 2.7036
C: 4.1210 -2.7162 2.5928
C: 5.2842 -2.0378 3.0669
C: 5.0112 -0.7808 3.5001
S: 3.3533 -0.4050 3.3297
H: -1.1357 -2.8474 1.9102
H: -2.8577 -2.0054 3.7454
H: -1.5711 -1.1583 5.8606
H: 0.8574 -3.3506 -0.3718
H: 0.5856 -5.9776 -0.6316
H: 1.2062 -7.2154 1.6011
H: 4.1362 -3.7211 2.1927
H: 6.2750 -2.4734 3.0806
H: 5.6926 -0.0585 3.9273

# 6
Computed, not measured: the molecule C3H6F2N2, with ωB97M-V/def2-TZVPD.

E = -427.01974 Ha
Structure (SMILES) = CC(F)(F)/C=N\N
HOMO level = -9.5 eV

Cartesian coordinates (Å):
C: -0.7131 -0.6979 0.9843
C: -1.0403 0.2369 -0.2469
F: -2.3321 0.7877 -0.2842
F: -1.0123 -0.5319 -1.4430
C: 0.1124 1.1999 -0.2990
N: 1.4531 1.0286 -0.1091
N: 1.7777 -0.2627 -0.4139
H: -1.1212 -1.9102 0.7714
H: 0.4713 -0.6712 0.9719
H: -1.1936 -0.2302 1.7958
H: -0.4839 2.1343 0.1463
H: 1.3173 -0.8499 -1.3327
H: 2.7649 -0.2335 -0.5410

# 7
Computed, not measured: a 2-piece molecular cluster, C4H7NO2 overall, with ωB97M-V/def2-TZVPD.

E = -361.83234 Ha
Structure (SMILES) = O=C=NCC=O.C
HOMO level = -10.4 eV

Cartesian coordinates (Å):
O: -1.4792 -2.4207 0.6425
C: -0.6487 -1.9052 -0.0020
N: 0.3459 -1.5634 -0.6191
C: 0.6067 -0.3812 -1.3717
C: -0.5880 0.5463 -1.3912
O: -1.6225 0.2751 -0.8346
H: 1.4905 0.1510 -0.9878
H: 0.8413 -0.6362 -2.4137
H: -0.4738 1.4736 -1.9810
C: 0.3165 0.8746 1.7700
H: 0.5983 1.0629 2.8044
H: -0.7708 0.7556 1.7587
H: 0.5284 1.7964 1.2107
H: 0.8553 -0.0288 1.4150

# 8
Computed, not measured: C43H53As3BrN4NaO7S3 as an isolated structure, with ωB97M-V/def2-TZVPD.

Net charge = -2
E = -13054.33974 Ha
HOMO level = -3.0 eV

Cartesian coordinates (Å):
Na: -0.2986 -0.4776 -2.4187
C: 3.3861 -3.5615 0.4783
As: 2.5251 -1.7865 0.3962
C: 3.5664 -1.2069 -1.1654
C: 3.7427 -0.8046 1.6415
C: 3.5324 -0.8205 3.1785
C: 4.8100 -0.2166 3.7857
C: 2.3381 0.0563 3.6026
As: 0.5916 -0.1280 2.6751
C: -0.3189 1.0554 3.9492
C: -0.0439 -1.7878 3.5320
C: 3.3675 -2.2871 3.6237
As: 3.0640 -2.9138 5.4869
C: 4.9464 -3.3472 5.8787
C: 3.0078 -1.3731 6.7096
H: 4.4707 -3.4744 0.5784
H: 3.1502 -4.0609 -0.4641
H: 2.9932 -4.1653 1.2950
H: 4.6346 -1.3467 -0.9857
H: 3.3688 -0.1537 -1.3789
H: 3.2499 -1.7991 -2.0229
H: 3.6855 0.2382 1.3067
H: 4.7580 -1.1549 1.4250
H: 5.0073 0.7584 3.3315
H: 5.6739 -0.8613 3.5916
H: 4.7230 -0.0689 4.8637
H: 2.6072 1.1050 3.4432
H: 2.1533 -0.0655 4.6706
H: -0.1793 0.7157 4.9786
H: -1.3839 1.0793 3.7202
H: 0.0583 2.0731 3.8474
H: 0.3013 -1.8804 4.5634
H: 0.2762 -2.6657 2.9677
H: -1.1352 -1.7707 3.5286
H: 4.2535 -2.8481 3.3083
H: 2.5287 -2.7142 3.0751
H: 5.2509 -4.2240 5.3064
H: 5.0630 -3.5702 6.9402
H: 5.5964 -2.5093 5.6177
H: 2.0412 -0.8733 6.6773
H: 3.7959 -0.6438 6.5371
H: 3.1360 -1.7951 7.7079
C: -7.2063 2.4927 0.0690
C: -5.8251 2.5976 -0.5292
C: -5.1213 3.8003 -0.4807
C: -3.8390 3.8935 -1.0015
C: -3.2402 2.7812 -1.5817
C: -3.9257 1.5771 -1.6313
C: -5.2143 1.4920 -1.1161
S: -1.4966 2.9763 -2.0853
O: -1.5206 4.1294 -3.0363
O: -0.5998 2.1925 0.8141
N: -1.0974 1.5699 -2.8093
C: -1.4175 1.3995 -4.1355
C: -2.5460 1.9120 -4.7739
C: -2.8512 1.5896 -6.1055
C: -2.0366 0.7904 -6.8620
C: -0.8204 0.3420 -6.3039
C: 0.1317 -0.3912 -7.0463
C: 1.3407 -0.7020 -6.4942
C: 1.6037 -0.2899 -5.1730
N: 0.7325 0.3377 -4.4247
C: -0.4806 0.6582 -4.9602
H: -7.7618 3.4230 -0.0608
H: -7.1484 2.2988 1.1436
H: -7.7738 1.6815 -0.3893
H: -5.5736 4.6685 -0.0102
H: -3.2955 4.8332 -0.9603
H: -3.4547 0.7127 -2.0876
H: -5.7495 0.5476 -1.1663
H: -3.2162 2.5504 -4.2227
H: -3.7674 1.9792 -6.5370
H: -2.2857 0.5267 -7.8840
H: -0.1076 -0.6875 -8.0621
H: 2.0883 -1.2506 -7.0546
H: 2.5747 -0.4841 -4.7203
N: 0.7176 2.2906 0.3112
C: -1.0430 3.3150 1.4671
C: -0.2754 4.4444 1.7027
C: -0.8376 5.5138 2.4043
C: -2.1453 5.4559 2.8564
C: -2.9075 4.3157 2.6000
C: -2.3646 3.2529 1.9022
S: -2.8481 6.7728 3.8521
O: -1.9730 7.9153 3.6295
O: -2.8035 6.2445 5.2105
O: -4.1997 6.9387 3.3328
H: 0.9439 1.3193 0.1134
H: 0.6301 2.7490 -0.5972
H: 0.7473 4.4750 1.3555
H: -0.2628 6.4100 2.6049
H: -3.9325 4.2893 2.9521
H: -2.9461 2.3600 1.6920
S: -2.7949 -2.9075 0.4555
C: -3.3825 -1.2955 0.4580
C: -2.3701 -0.4447 0.1581
N: -1.1451 -1.0401 -0.0734
C: -1.2262 -2.3302 0.0516
H: -4.4175 -1.0696 0.6661
H: -2.4420 0.6331 0.1033
H: -0.3820 -2.9983 -0.0748
Br: -1.0466 -5.5151 -2.2324
C: 0.3809 -5.2869 -3.4680
C: 0.9495 -6.4247 -4.0217
C: 1.9916 -6.2909 -4.9283
C: 2.4406 -5.0259 -5.2796
C: 1.8640 -3.8998 -4.7127
C: 0.8246 -4.0073 -3.7924
C: 0.2578 -2.7743 -3.0981
O: -0.7814 -2.2538 -3.5544
O: 0.8955 -2.3993 -2.0799
H: 0.5793 -7.4014 -3.7387
H: 2.4535 -7.1755 -5.3503
H: 3.2466 -4.9163 -5.9963
H: 2.2108 -2.9112 -4.9857

# 9
Computed, not measured: a 2-piece molecular cluster, C3H11NO2S overall, with ωB97M-V/def2-TZVPD.

E = -724.30129 Ha
Structure (SMILES) = N[C@@H](CO)CS.O
HOMO level = -8.8 eV

Cartesian coordinates (Å):
N: -0.2615 0.0140 1.0291
C: -0.6407 0.7428 -0.1917
C: 0.5413 0.8175 -1.1381
O: 1.6275 1.5721 -0.5882
C: -1.8568 0.1447 -0.8606
S: -3.1664 -0.4340 0.2605
H: -0.3737 -0.9633 0.8041
H: 0.6371 0.2867 1.3860
H: -0.8282 1.7634 0.1241
H: 0.8533 -0.1580 -1.5277
H: 0.2663 1.3050 -2.0872
H: 2.1923 0.8862 -0.2127
H: -2.2886 0.8583 -1.5626
H: -1.5269 -0.7063 -1.4629
H: -2.5477 -0.0763 1.3948
O: 2.3994 -1.6781 1.3373
H: 2.4330 -1.8028 2.2930
H: 2.5405 -2.5719 1.0028

# 10
Computed, not measured: the molecule C3H5N3, with ωB97M-V/def2-TZVPD.

E = -281.49130 Ha
Structure (SMILES) = [H]/N=C/[C@]1(N)C=N1
HOMO level = -9.3 eV

Cartesian coordinates (Å):
H: -2.1493 1.8742 -0.2978
N: -1.7317 0.9521 -0.1819
C: -0.4653 1.0046 -0.0874
C: 0.2749 -0.2834 0.1253
N: 1.6621 -0.4311 -0.1554
C: -0.5724 -1.4598 0.1911
N: -0.2039 -1.0768 1.3233
H: 0.1233 1.9294 -0.1560
H: 2.2841 -0.1640 0.5906
H: 1.9831 -0.1492 -1.0682
H: -1.2049 -2.1962 -0.2835

# 11
Computed, not measured: the molecule C2H3N3O2, with ωB97M-V/def2-TZVPD.

E = -392.67598 Ha
Structure (SMILES) = Nn1cnoc1=O
HOMO level = -9.9 eV

Cartesian coordinates (Å):
N: 0.2441 0.4517 -1.3805
N: 0.0191 0.1170 -0.1214
C: -1.2911 -0.1091 0.2664
N: -1.3185 -0.6842 1.4512
O: 0.0536 -0.7353 1.8109
C: 0.8526 -0.2387 0.8572
O: 2.0605 -0.2933 0.8537
H: 1.0032 -0.0486 -1.8815
H: 0.5008 1.5863 -1.5381
H: -2.1244 -0.0458 -0.3180

# 12
Computed, not measured: the molecule C2H5N3O, with ωB97M-V/def2-TZVPD.

E = -318.62873 Ha
Structure (SMILES) = [H]/N=C\N(O)/C=N\[H]
HOMO level = -9.6 eV

Cartesian coordinates (Å):
H: 0.4845 2.2799 0.0546
N: -0.5023 2.1594 0.3384
C: -0.7143 0.8997 0.3107
N: 0.2801 -0.0669 0.0705
O: 1.5016 0.4285 -0.3602
C: 0.0991 -1.4357 -0.2719
N: -0.9719 -2.0995 -0.1374
H: -1.7790 -1.5138 0.2305
H: -1.6816 0.4824 0.5478
H: 1.9534 0.5403 0.4989
H: 1.0589 -1.9528 -0.5835

Question: Number 9 is which compound?
Answer: C3H11NO2S

Question: Among the records above, which one has the lowest E?
Answer: C43H53As3BrN4NaO7S3

Please write out number 2 again, unchanged.
Computed, not measured: a 2-piece molecular cluster, C2H4IN3 overall, with ωB97M-V/def2-TZVPD.

E = -540.40303 Ha
HOMO level = -8.7 eV

Cartesian coordinates (Å):
C: 1.1272 -0.8376 0.4005
C: -1.0931 0.1316 -0.8427
N: 2.0222 -1.5010 -0.0461
N: -1.4506 2.4549 -0.7397
N: -1.1646 1.2555 -0.5200
I: -0.1958 -1.4229 2.1058
H: 0.7568 0.1221 0.0600
H: -1.1831 -0.9173 -0.7058
H: 2.3817 -2.4337 0.2995
H: -1.2006 3.1485 -0.0114

Question: Which of these has the highest E?
Answer: C3H5N3